1.
Computed, not measured: 7 unconnected molecules or ions with the total composition C42H105O28P7, with wB97M-V/def2-TZVPD.

Last column: Löwdin charge in e.
Atoms and positions in Å:
C: -8.267046 -1.520440 2.498786  -0.0487
C: -7.534671 -1.094520 3.842621  -0.2872
O: -7.347792 0.270890 3.791756  -0.2005
P: -5.797887 0.766303 3.677617  0.5550
O: -5.076761 0.241939 2.507513  -0.2207
O: -5.228720 0.365335 5.160334  -0.2061
C: -3.843776 0.435681 5.468034  -0.2462
C: -3.770435 1.774284 6.207026  -0.0637
O: -5.865757 2.454299 3.719561  -0.2264
C: -6.619600 3.214824 4.693910  -0.2590
C: -7.993599 3.376383 4.104615  -0.0742
H: -8.576710 -2.565413 2.514356  0.0712
H: -9.035659 -0.823299 2.165120  0.0744
H: -7.543062 -1.426112 1.689438  0.0540
H: -8.250130 -1.267252 4.646600  0.1178
H: -6.642804 -1.710525 3.957674  0.1149
H: -3.471705 -0.357560 6.116448  0.1206
H: -3.253067 0.302247 4.561741  0.0903
H: -4.345463 1.766150 7.132970  0.0891
H: -2.717064 1.979301 6.398033  0.0604
H: -4.064725 2.649780 5.628220  0.0692
H: -6.487419 2.579907 5.569985  0.1063
H: -6.179058 4.204801 4.812130  0.1205
H: -7.986849 3.923297 3.161786  0.0869
H: -8.363380 2.363431 3.945617  0.0625
H: -8.699595 3.892503 4.755233  0.0806
C: -2.870629 2.237888 1.768070  -0.0520
C: -1.838311 1.948630 0.703844  -0.2480
O: -0.544133 1.686016 1.292592  -0.2202
P: 0.538697 0.841867 0.437804  0.5318
O: 0.827125 1.605225 -0.838663  -0.2331
O: 1.760115 0.662444 1.473576  -0.1957
C: 3.025628 0.323319 0.969264  -0.2235
C: 2.866580 -0.890430 -0.002853  -0.0738
O: -0.172893 -0.622281 0.310551  -0.2085
C: -0.311690 -1.504587 1.421957  -0.2318
C: -1.719976 -1.169312 1.985261  -0.0403
H: -2.469259 3.106461 2.290173  0.0801
H: -3.826786 2.623673 1.414487  0.0841
H: -3.030077 1.436707 2.489725  0.0359
H: -2.205074 1.041472 0.223591  0.0843
H: -1.572630 2.670317 -0.068612  0.1095
H: 3.399934 1.063793 0.262383  0.1057
H: 3.759912 0.245578 1.771066  0.1281
H: 2.455594 -1.701749 0.597944  0.0684
H: 2.279994 -0.880446 -0.921490  0.0737
H: 3.804778 -1.424149 -0.154622  0.0614
H: -0.369480 -2.549172 1.116019  0.1094
H: 0.545628 -1.358825 2.079109  0.0941
H: -1.960660 -1.766802 2.864569  0.0686
H: -1.902213 -0.131469 2.264143  0.0433
H: -2.445955 -1.416669 1.210751  0.0781
C: 5.278524 -0.922478 5.841453  -0.0748
C: 4.434159 -1.694428 4.803460  -0.2258
O: 3.167813 -1.035482 4.851444  -0.1960
P: 2.053271 -1.416262 5.911222  0.4771
O: 2.474490 -1.725410 7.305614  -0.2351
O: 1.047088 -0.167507 5.809624  -0.1602
C: 0.722796 0.411499 4.574497  -0.2668
C: -0.156712 1.671332 4.656982  -0.0297
O: 1.253853 -2.641751 5.135336  -0.2250
C: 0.010941 -3.160402 5.606905  -0.2409
C: -0.305321 -3.996366 4.347709  -0.0641
H: 6.208635 -1.388473 6.166818  0.0724
H: 5.685929 0.018939 5.472865  0.0756
H: 4.766744 -0.761354 6.790253  0.0653
H: 4.941247 -1.505545 3.857260  0.1083
H: 4.407313 -2.780785 4.888304  0.1215
H: 1.669990 0.730331 4.139426  0.1022
H: 0.279544 -0.318365 3.897048  0.0961
H: -0.356612 2.048739 3.654134  0.0537
H: -1.147763 1.489156 5.072585  0.0434
H: 0.287841 2.452465 5.273663  0.0866
H: 0.004559 -3.804792 6.486006  0.1182
H: -0.686564 -2.341933 5.784895  0.1095
H: -1.238133 -4.560244 4.347362  0.0789
H: -0.577905 -3.290451 3.563183  0.0310
H: 0.602432 -4.483420 3.991532  0.0868
C: 9.420259 -2.654947 -5.655563  -0.0914
C: 8.638014 -1.458736 -5.083289  -0.2396
O: 7.286043 -1.916850 -4.904047  -0.1968
P: 6.292930 -1.482157 -3.706917  0.4686
O: 7.036616 -1.181175 -2.493771  -0.2202
O: 5.486118 -0.250650 -4.427170  -0.1679
C: 4.561029 0.370894 -3.618488  -0.3210
C: 3.203717 0.087011 -4.228256  -0.0614
O: 5.193880 -2.699019 -3.724233  -0.2163
C: 5.476034 -3.999089 -3.110988  -0.1956
C: 4.736099 -4.099591 -1.735291  -0.0468
H: 10.414505 -2.426635 -6.039543  0.0759
H: 9.452494 -3.511074 -4.981687  0.0701
H: 8.875567 -3.172088 -6.445486  0.0699
H: 9.166706 -1.274870 -4.147990  0.1150
H: 8.694397 -0.712868 -5.876125  0.1195
H: 4.631610 0.036004 -2.583617  0.1020
H: 4.709444 1.450560 -3.638601  0.1224
H: 3.047082 0.496480 -5.226199  0.0858
H: 3.036738 -0.987409 -4.304579  0.0725
H: 2.447818 0.483473 -3.550350  0.0534
H: 5.117242 -4.684446 -3.878868  0.1178
H: 6.561299 -4.078799 -3.048034  0.1072
H: 4.428045 -3.120448 -1.368560  0.0476
H: 3.844027 -4.725908 -1.730493  0.0611
H: 5.225005 -4.665745 -0.942490  0.0713
C: 0.369509 -3.188263 -8.579083  -0.0641
C: 0.336348 -3.405023 -7.028870  -0.2513
O: -1.062011 -3.594704 -6.655767  -0.2028
P: -1.304994 -4.493789 -5.271290  0.5235
O: -0.753256 -5.885243 -5.270006  -0.2520
O: -2.925982 -4.386357 -5.051181  -0.1848
C: -3.888530 -5.124920 -5.705732  -0.3143
C: -5.233988 -5.003660 -5.026078  -0.0679
O: -0.785330 -3.520656 -4.116051  -0.1922
C: -1.183169 -3.706093 -2.777082  -0.2728
C: 0.107365 -3.820862 -1.998653  -0.0577
H: -0.100398 -3.994811 -9.141904  0.0718
H: -0.206864 -2.295404 -8.821354  0.0723
H: 1.416699 -3.164735 -8.880662  0.0716
H: 0.972154 -4.248182 -6.758790  0.1074
H: 0.700096 -2.522442 -6.502711  0.1077
H: -3.877985 -4.750000 -6.729165  0.1240
H: -3.689161 -6.195680 -5.748505  0.1175
H: -6.062427 -5.611859 -5.389221  0.0783
H: -5.184949 -5.076261 -3.939599  0.0708
H: -5.593455 -3.992860 -5.218876  0.0748
H: -1.898737 -2.922038 -2.529469  0.0877
H: -1.628436 -4.700712 -2.752913  0.1175
H: -0.033999 -4.034878 -0.939261  0.0705
H: 0.630896 -4.725741 -2.307200  0.0792
H: 0.838399 -3.036200 -2.193551  0.0723
C: 1.828184 4.497945 -1.919984  -0.0586
C: 3.119982 4.849909 -1.151800  -0.2664
O: 2.723390 5.787537 -0.158839  -0.1957
P: 3.504359 5.774830 1.270488  0.5782
O: 3.212013 6.984282 2.104114  -0.2514
O: 3.112560 4.357838 2.048408  -0.1778
C: 1.792472 4.046329 2.291146  -0.3151
C: 1.152887 5.011486 3.286205  -0.0623
O: 5.110959 5.566941 0.875877  -0.2276
C: 5.849401 6.562888 0.223986  -0.2679
C: 6.718786 7.040154 1.436649  -0.0663
H: 1.371583 5.407975 -2.309153  0.0778
H: 2.104553 3.787339 -2.698933  0.0736
H: 1.086771 4.036501 -1.267704  0.0515
H: 3.419908 3.900079 -0.709120  0.1078
H: 3.930367 5.310707 -1.716643  0.1179
H: 1.269064 3.875448 1.350434  0.1071
H: 1.785004 3.064511 2.764506  0.0965
H: 1.668343 4.996720 4.246517  0.0863
H: 1.210169 6.029662 2.901332  0.0584
H: 0.103665 4.793927 3.485972  0.0694
H: 6.488070 6.308981 -0.622016  0.1136
H: 5.139382 7.314920 -0.120135  0.1135
H: 7.538773 7.559208 0.940356  0.0609
H: 6.152912 7.807935 1.964297  0.0712
H: 7.162574 6.354190 2.158180  0.0807
C: -3.678978 4.273033 -1.730675  -0.0516
C: -4.369630 2.989611 -2.115073  -0.3142
O: -3.448027 1.971725 -2.313496  -0.2128
P: -3.937371 0.400587 -2.654544  0.5433
O: -5.113601 0.341293 -3.570611  -0.2331
O: -2.596186 -0.279162 -3.276344  -0.1707
C: -1.321702 0.037590 -2.644621  -0.2564
C: -0.531534 0.927946 -3.538574  -0.0838
O: -4.031529 -0.212725 -1.160835  -0.1789
C: -4.830017 -1.324647 -0.880355  -0.2964
C: -4.442254 -2.547938 -1.621537  -0.0837
H: -3.365924 4.836014 -2.609971  0.0828
H: -4.349916 4.735353 -1.006655  0.0812
H: -2.790930 4.091954 -1.125135  0.0569
H: -4.984842 2.579903 -1.313975  0.1132
H: -5.025451 3.103666 -2.978196  0.1195
H: -1.492798 0.547544 -1.696579  0.0710
H: -0.648781 -0.810875 -2.520569  0.1101
H: -1.071066 1.824249 -3.844609  0.0809
H: 0.428555 1.258190 -3.142015  0.0421
H: -0.264016 0.508261 -4.508307  0.0792
H: -4.733453 -1.560079 0.179531  0.1094
H: -5.871743 -1.109115 -1.117947  0.1238
H: -5.080049 -3.431865 -1.619400  0.0867
H: -4.367308 -2.383848 -2.696502  0.0728
H: -3.467743 -2.916194 -1.300882  0.0641

Cartesian forces (eV/Å) of the 2 atoms listed first:
1.521 0.314 0.283
-2.717 -2.269 -1.679

Values from the calculation:
Relative energy (zero: lowest compared OMol25 entry of this formula, charge and spin) ... 137.0 kcal per mole
Gap between HOMO and LUMO ... 10.450 eV
Net charge ... 0
SMILES ... CCOP(=O)(OCC)OCC.CCOP(=O)(OCC)OCC.CCOP(=O)(OCC)OCC.CCOP(=O)(OCC)OCC.CCOP(=O)(OCC)OCC.CCOP(=O)(OCC)OCC.CCOP(=O)(OCC)OCC
Total energy ... -167623.39829 eV

***

2.
Computed, not measured: 11 unconnected molecules or ions with the total composition C42H106O11, with wB97M-V/def2-TZVPD.

Last column: Löwdin charge in e.
Atoms and positions in Å:
C: -3.336448 -3.026724 -7.140411  -0.0879
C: -4.308156 -3.225810 -8.263096  -0.2904
O: -4.152664 -4.560710 -8.740825  -0.1827
C: -3.143234 -4.655778 -9.780131  -0.2206
C: -2.803290 -6.215565 -9.844016  -0.0646
H: -3.342815 -3.879119 -6.461076  0.0834
H: -2.332665 -3.026938 -7.565300  0.0620
H: -3.458957 -2.067472 -6.637490  0.0775
H: -5.310185 -2.931422 -7.951085  0.1133
H: -4.052331 -2.563552 -9.090191  0.1081
H: -3.389980 -4.220300 -10.748418  0.1142
H: -2.229984 -4.255729 -9.339626  0.0954
H: -1.861349 -6.385091 -10.365651  0.0617
H: -3.603914 -6.746736 -10.358743  0.0620
H: -2.697548 -6.681790 -8.864447  0.0685
C: 2.754086 -4.845951 3.729745  -0.0594
C: 3.270572 -4.226654 5.102353  -0.2835
O: 3.493445 -5.204486 6.071309  -0.1695
C: 2.190679 -5.824748 6.386113  -0.2789
C: 2.091269 -5.951093 7.869085  -0.0876
H: 3.112954 -4.242445 2.896024  0.0599
H: 3.150581 -5.843217 3.539024  0.0726
H: 1.666338 -4.851357 3.659931  0.0614
H: 4.263243 -3.778928 5.149931  0.1134
H: 2.626621 -3.438838 5.493189  0.1069
H: 1.306843 -5.268612 6.073607  0.1113
H: 2.158755 -6.810330 5.921667  0.1162
H: 1.062531 -6.131944 8.180681  0.0759
H: 2.389196 -4.991540 8.291676  0.0828
H: 2.730302 -6.786582 8.154899  0.0786
C: 5.952554 3.206730 -5.424523  -0.0715
C: 7.506897 3.152939 -5.282684  -0.2521
O: 7.854667 1.865728 -4.751592  -0.1880
C: 9.255340 1.627199 -4.519230  -0.2621
C: 9.288714 0.244955 -3.877409  -0.0799
H: 5.576775 2.300032 -5.898659  0.0606
H: 5.464418 3.157694 -4.451169  0.0678
H: 5.507619 4.056124 -5.942840  0.0679
H: 8.110551 3.386703 -6.159649  0.1118
H: 7.669783 3.916580 -4.522144  0.1026
H: 9.831054 1.655670 -5.444347  0.1146
H: 9.622430 2.385360 -3.827451  0.1094
H: 8.480003 -0.032881 -3.201469  0.0759
H: 10.244407 0.090241 -3.376598  0.0717
H: 9.126801 -0.467000 -4.686729  0.0716
C: 9.412470 9.216625 1.823717  -0.0834
C: 9.413735 8.114030 0.825565  -0.2924
O: 8.840436 6.900847 1.294057  -0.1630
C: 8.738540 5.933159 0.312928  -0.3066
C: 8.329443 4.629636 1.012771  -0.0644
H: 9.756521 8.927086 2.816641  0.0784
H: 9.920232 10.105750 1.449915  0.0807
H: 8.391584 9.544307 2.019997  0.0723
H: 8.732475 8.497363 0.065929  0.1142
H: 10.386622 7.886490 0.389868  0.1202
H: 7.950202 6.331550 -0.325758  0.1158
H: 9.620912 5.797515 -0.312451  0.1149
H: 8.472849 3.878843 0.235700  0.0679
H: 7.327374 4.586459 1.439501  0.0718
H: 8.939539 4.377307 1.880079  0.0737
C: -9.574469 -4.085053 -2.810911  -0.0603
C: -9.898206 -2.822099 -3.646869  -0.3229
O: -11.227679 -2.938179 -3.915967  -0.1469
C: -11.698171 -1.825289 -4.637609  -0.3177
C: -13.182695 -1.758388 -4.673333  -0.0733
H: -9.754535 -5.042645 -3.299453  0.0779
H: -8.549443 -3.918897 -2.479518  0.0667
H: -10.107906 -3.997261 -1.864418  0.0707
H: -9.748517 -1.897495 -3.089377  0.1155
H: -9.240754 -2.776031 -4.515046  0.1168
H: -11.274620 -0.899447 -4.248336  0.1140
H: -11.303000 -1.885560 -5.651659  0.1187
H: -13.478657 -1.888005 -3.632323  0.0839
H: -13.527478 -2.525907 -5.366256  0.0792
H: -13.596042 -0.819704 -5.042269  0.0778
C: 5.498824 -0.574514 -9.419933  -0.0563
C: 4.139849 -1.054303 -8.868150  -0.3119
O: 4.301056 -1.700102 -7.691048  -0.1330
C: 3.200458 -1.997403 -7.018238  -0.3613
C: 3.446322 -2.403418 -5.588062  -0.0583
H: 6.220799 -1.349131 -9.161405  0.0729
H: 5.513658 -0.438575 -10.501319  0.0696
H: 5.852253 0.357732 -8.979362  0.0669
H: 3.560801 -0.133339 -8.800070  0.1138
H: 3.593350 -1.692530 -9.562478  0.1201
H: 2.580440 -1.101534 -7.051362  0.1216
H: 2.714480 -2.838404 -7.512851  0.1218
H: 3.836969 -1.502146 -5.115616  0.0764
H: 4.054385 -3.304326 -5.506113  0.0819
H: 2.498262 -2.485302 -5.056475  0.0757
C: -4.164294 -7.120057 3.293147  -0.0650
C: -4.523309 -8.538662 3.855882  -0.2805
O: -4.852525 -8.387957 5.228485  -0.1414
C: -4.973274 -9.715683 5.769458  -0.3174
C: -5.044449 -9.666320 7.223847  -0.0997
H: -3.901226 -7.129720 2.235420  0.0697
H: -5.033146 -6.479050 3.442497  0.0658
H: -3.378098 -6.722209 3.934801  0.0707
H: -5.238842 -9.114948 3.269360  0.1181
H: -3.540574 -9.010173 3.860198  0.1042
H: -5.772566 -10.350559 5.387154  0.1217
H: -4.098196 -10.303958 5.493234  0.1105
H: -4.389816 -8.946724 7.715512  0.0816
H: -4.935740 -10.638160 7.705320  0.0842
H: -5.990550 -9.216190 7.524483  0.0775
C: 2.443386 8.329327 1.885396  -0.0624
C: 3.598579 8.773115 2.860096  -0.2368
O: 2.910249 9.434706 3.914830  -0.1905
C: 3.728899 10.201101 4.772189  -0.3076
C: 2.965856 10.546162 5.980702  -0.0939
H: 1.690429 7.648048 2.281635  0.0632
H: 1.739965 9.124054 1.636956  0.0685
H: 2.824413 7.806649 1.008055  0.0626
H: 4.165773 7.991658 3.365790  0.1117
H: 4.330139 9.450718 2.419906  0.1078
H: 4.654122 9.649195 4.937895  0.1207
H: 3.906304 11.162030 4.289220  0.1192
H: 2.528102 9.674035 6.466355  0.0812
H: 2.191152 11.307328 5.888124  0.0798
H: 3.611490 10.991950 6.737365  0.0764
C: -2.790409 0.011459 0.225337  -0.0685
C: -1.230341 -0.284178 0.250783  -0.2211
O: -0.728228 0.436590 -0.905423  -0.1744
C: -0.121065 1.701752 -0.505430  -0.2806
C: 1.275255 1.582729 0.025200  -0.1008
H: -3.348477 -0.594509 0.939102  0.0581
H: -3.034260 1.035709 0.507387  0.0620
H: -3.308249 -0.171921 -0.716103  0.0671
H: -0.753293 -0.029660 1.197223  0.1048
H: -0.975823 -1.313352 -0.002422  0.1085
H: -0.039054 2.341047 -1.384451  0.1133
H: -0.620298 2.332097 0.230468  0.1100
H: 1.534263 2.491747 0.568073  0.0764
H: 1.987326 1.418680 -0.783598  0.0745
H: 1.428019 0.780947 0.747641  0.0706
C: -0.889728 -0.045468 8.441205  -0.0852
C: -2.010885 0.449508 7.491026  -0.2491
O: -1.547587 1.751190 7.110954  -0.1681
C: -2.494635 2.525426 6.397752  -0.3110
C: -2.297676 4.004614 6.431040  -0.0748
H: -1.186173 -0.808436 9.160995  0.0661
H: -0.017597 -0.421960 7.906645  0.0666
H: -0.493462 0.769876 9.046404  0.0700
H: -1.802211 -0.198162 6.639509  0.1103
H: -2.986682 0.318572 7.958764  0.1177
H: -2.668740 2.110818 5.404843  0.1164
H: -3.438223 2.287808 6.888959  0.1053
H: -1.405623 4.375515 5.926296  0.0727
H: -2.179910 4.283782 7.478078  0.0828
H: -3.108092 4.424566 5.835234  0.0804
C: -8.120205 3.126138 3.435220  -0.1145
C: -8.825181 1.811185 3.570434  -0.3077
O: -7.747167 0.914076 3.813914  -0.0939
H: -7.892047 3.520392 4.425480  0.0692
H: -8.677373 3.996766 3.089293  0.0673
H: -7.205375 3.111325 2.842805  0.0781
H: -9.252521 1.538245 2.605558  0.1078
H: -9.523862 1.805189 4.407048  0.1144
H: -7.775240 0.523859 4.690579  0.0793

Cartesian forces (eV/Å) of the 2 atoms listed first:
0.899 0.157 0.051
0.646 0.173 -0.457

Values from the calculation:
Relative energy (zero: lowest compared OMol25 entry of this formula, charge and spin) ... 131.0 kcal per mole
Gap between HOMO and LUMO ... 9.915 eV
Net charge ... 0
SMILES ... CCOCC.CCOCC.CCOCC.CCOCC.CCOCC.CCOCC.CCOCC.CCOCC.CCOCC.CCOCC.CCO
Total energy ... -67785.62078 eV